{"formula": "C3H2Cl2O2", "method": "ωB97M-V/def2-TZVPD", "elements": ["C", "C", "C", "O", "O", "Cl", "Cl", "H", "H"], "positions_angstrom": [[1.05128, -0.86601, -0.46806], [-3.15062, 0.02723, -0.18859], [0.49565, -1.42429, 0.71913], [0.91089, -1.08984, -1.65779], [-2.91558, -1.00026, -0.70250], [-4.47211, 1.08243, -0.30641], [-0.62925, -2.71583, 0.58066], [1.72329, -0.01664, -0.20650], [0.52999, -0.77816, 1.50638]], "forces_ev_per_angstrom": [[1.28, 1.41, -0.66], [1.41, -1.52, -0.14], [-1.27, -2.13, -3.11], [-0.51, -0.85, 0.50], [-0.50, 0.95, 0.29], [-0.98, 0.62, -0.19], [0.74, 0.63, 0.52], [-0.06, -0.09, 0.15], [-0.11, 0.97, 2.64]], "charge": 0, "e_tot_ev": -32279.2632, "orbital_gap_ev": [7.33, 8.35], "lumo_energy_ev": [-1.887, -1.213], "relative_energy_kj_mol": 393.4, "multiplicity": 1}